1.
This record from the OMol25 dataset describes 9 unconnected molecules or ions with the total composition C49H77BClNO27S at a distorted geometry. The level of theory is ωB97M-V/def2-TZVPD.

Values from the calculation:
LUMO: 0.045 eV
SMILES: CNCB(CCCCS(=O)(=O)Cl)COc1cc(C)ccc1C(C)C.C[C@@H]1COC(=O)O1.C[C@@H]1COC(=O)O1.C[C@@H]1COC(=O)O1.C[C@@H]1COC(=O)O1.C[C@@H]1COC(=O)O1.C[C@@H]1COC(=O)O1.C[C@@H]1COC(=O)O1.C[C@@H]1COC(=O)O1
HOMO energy: -8.39 eV
spin multiplicity: 1

```
157
Properties=species:S:1:pos:R:3:lowdin_charge:R:1
C 3.8833 2.2524 -0.4616 -0.133
N 2.9733 2.8564 -1.4737 -0.113
C 3.0267 4.3398 -1.3684 -0.149
B 1.5982 5.0180 -1.2556 -0.224
C 1.5099 6.5794 -1.4870 -0.100
C 0.7134 7.3778 -0.4152 -0.190
C 0.7804 6.8023 1.0153 -0.209
C 0.6088 7.9305 2.0633 -0.254
S -1.0851 8.1069 2.6325 0.333
O -1.8401 6.9136 2.4105 -0.331
O -1.0119 8.5244 4.0008 -0.352
Cl -1.8977 9.6870 1.6018 0.386
C 0.3305 4.1099 -0.9147 -0.069
O -0.6641 4.3477 -1.9602 -0.097
C -1.9388 4.4842 -1.4197 -0.239
C -2.4373 5.7422 -1.3878 0.020
C -3.6599 6.0331 -0.8714 -0.280
C -4.1844 7.4427 -0.8199 -0.039
C -4.3991 4.9916 -0.3943 -0.051
C -3.9088 3.7349 -0.4215 -0.034
C -2.6773 3.4401 -0.9210 -0.132
C -2.1314 2.0174 -0.9666 -0.315
C -2.9132 1.0364 -0.0752 -0.068
C -2.0193 1.5127 -2.4258 -0.025
H 4.8346 2.8012 -0.3777 0.078
H 3.3771 2.2311 0.5021 0.071
H 4.1253 1.2456 -0.8271 0.070
H 3.3557 2.5809 -2.3751 0.099
H 3.5390 4.7916 -2.2337 0.118
H 3.5972 4.6678 -0.4862 0.110
H 2.5211 6.9962 -1.5576 0.101
H 1.0265 6.7684 -2.4549 0.119
H -0.3223 7.5360 -0.7200 0.092
H 1.1611 8.3768 -0.3720 0.105
H -0.0521 6.1119 1.1568 0.077
H 1.7491 6.3506 1.2421 0.125
H 1.1741 7.6536 2.9539 0.106
H 0.9710 8.8964 1.7084 0.097
H 0.5876 3.0471 -0.9082 0.092
H -0.1162 4.3163 0.0654 0.110
H -1.8320 6.5614 -1.7653 0.124
H -4.7284 7.6593 -1.7440 0.086
H -4.8325 7.5857 0.0460 0.081
H -3.3547 8.1501 -0.7403 0.052
H -5.3884 5.2103 -0.0026 0.121
H -4.5492 2.9521 -0.0343 0.115
H -1.1275 2.0538 -0.5341 0.103
H -3.7695 0.6132 -0.6059 0.082
H -3.2311 1.4941 0.8635 0.066
H -2.2434 0.2083 0.1795 0.074
H -2.4892 2.1981 -3.1234 0.080
H -0.9637 1.3635 -2.6716 0.082
H -2.4776 0.5266 -2.5006 0.055
C 3.2718 -3.3132 2.4607 -0.008
C 3.1459 -2.4785 1.2137 -0.315
C 4.3392 -1.6140 0.9074 -0.076
O 3.7555 -0.5215 0.1731 0.019
C 2.4594 -0.4184 0.5992 -0.529
O 1.7271 0.4948 0.3459 0.133
O 2.1138 -1.4854 1.3517 0.086
H 2.3366 -3.8385 2.6613 0.081
H 4.0688 -4.0482 2.3578 0.073
H 3.4756 -2.6872 3.3320 0.095
H 2.8877 -3.1115 0.3618 0.164
H 5.0903 -2.1193 0.3045 0.143
H 4.8107 -1.2096 1.8063 0.142
C -0.7763 3.4856 3.6728 -0.007
C 0.1139 2.2685 3.7414 -0.319
C -0.2510 1.1705 2.7765 -0.089
O 0.2306 0.0004 3.4593 0.056
C 0.2051 0.2707 4.7883 -0.533
O 0.3574 -0.5446 5.6549 0.140
O -0.0204 1.5927 5.0066 0.090
H -0.5102 4.2003 4.4524 0.091
H -0.6857 3.9771 2.7030 0.077
H -1.8204 3.2128 3.8329 0.097
H 1.1626 2.5603 3.6295 0.160
H 0.2318 1.2822 1.8087 0.113
H -1.3302 1.0684 2.6355 0.135
C -4.6477 -4.4258 -4.4478 -0.014
C -3.8846 -3.1735 -4.0998 -0.318
C -4.2836 -2.5545 -2.7860 -0.077
O -3.9758 -1.1620 -3.0006 0.031
C -4.0684 -0.9345 -4.3391 -0.554
O -4.0611 0.1538 -4.8449 0.134
O -4.1830 -2.0991 -5.0206 0.085
H -4.3793 -4.7708 -5.4475 0.085
H -4.4267 -5.2174 -3.7320 0.092
H -5.7240 -4.2394 -4.4515 0.087
H -2.8124 -3.3691 -4.1604 0.119
H -3.7193 -2.9464 -1.9419 0.100
H -5.3556 -2.6396 -2.5851 0.143
C -0.8877 -5.1844 3.2327 -0.011
C -1.0925 -4.4039 1.9607 -0.307
C -1.9036 -3.1438 2.1261 -0.081
O -2.4728 -2.9798 0.8220 0.066
C -2.5668 -4.2124 0.2649 -0.531
O -3.1554 -4.4402 -0.7547 0.138
O -1.8930 -5.1277 1.0008 0.098
H -0.3685 -6.1206 3.0295 0.079
H -0.3007 -4.6073 3.9372 0.069
H -1.8409 -5.4454 3.6953 0.104
H -0.1279 -4.1944 1.4912 0.154
H -1.3002 -2.2780 2.3888 0.133
H -2.7148 -3.2515 2.8500 0.143
C 2.4076 -3.6069 9.0957 -0.018
C 2.2993 -4.0519 7.6589 -0.318
C 1.5695 -3.0892 6.7545 -0.098
O 1.0423 -3.9672 5.7510 0.054
C 0.8761 -5.1921 6.3217 -0.533
O 0.2822 -6.1027 5.8177 0.102
O 1.4813 -5.2319 7.5384 0.080
H 2.8674 -4.3867 9.7031 0.088
H 3.0096 -2.7016 9.1747 0.094
H 1.4198 -3.4137 9.5172 0.093
H 3.2895 -4.2921 7.2614 0.161
H 2.2204 -2.3407 6.3068 0.135
H 0.7337 -2.5903 7.2509 0.136
C -0.2552 3.2583 -4.7755 -0.012
C -0.3824 4.0103 -6.0749 -0.319
C -0.3515 3.1487 -7.3121 -0.095
O 0.1731 4.0503 -8.2980 0.057
C 0.9425 4.9620 -7.6435 -0.551
O 1.6813 5.7383 -8.1771 0.148
O 0.7572 4.8639 -6.2997 0.079
H -0.1964 3.9494 -3.9349 0.073
H -1.1047 2.5993 -4.6255 0.071
H 0.6606 2.6612 -4.7620 0.099
H -1.2745 4.6432 -6.0584 0.162
H -1.3346 2.7875 -7.6059 0.140
H 0.3319 2.3010 -7.2217 0.137
C 2.1090 -7.9048 5.6997 -0.015
C 2.0978 -7.3705 4.2896 -0.325
C 2.1020 -8.4277 3.2126 -0.082
O 2.7403 -7.7461 2.1245 0.068
C 3.5574 -6.8044 2.6622 -0.547
O 4.3781 -6.1839 2.0492 0.131
O 3.3142 -6.6611 3.9907 0.089
H 2.1941 -7.0877 6.4164 0.068
H 1.1942 -8.4595 5.9092 0.105
H 2.9663 -8.5609 5.8590 0.096
H 1.2649 -6.6743 4.1559 0.110
H 1.1037 -8.7532 2.9288 0.141
H 2.7051 -9.3001 3.4749 0.139
C 0.8867 -5.1391 -8.2681 -0.022
C 0.8000 -4.2525 -7.0511 -0.333
C 1.8671 -4.4985 -6.0128 -0.095
O 1.2130 -4.0865 -4.8059 0.067
C -0.1212 -4.2619 -4.9892 -0.525
O -0.9470 -4.1990 -4.1243 0.152
O -0.3927 -4.5207 -6.2955 0.088
H 0.0369 -4.9647 -8.9281 0.089
H 1.8053 -4.9450 -8.8223 0.092
H 0.8601 -6.1922 -7.9833 0.091
H 0.7752 -3.2009 -7.3503 0.160
H 2.7689 -3.9135 -6.1793 0.140
H 2.1339 -5.5537 -5.9178 0.140
```

2.
This record from the OMol25 dataset describes 13 unconnected molecules or ions with the total composition C71H179N13O20 at a distorted geometry. The level of theory is ωB97M-V/def2-TZVPD.

Values from the calculation:
net charge: +1
LUMO (alpha / beta): -1.869 / -6.228 eV
expectation value of S²: 0.754
HOMO energy (alpha / beta): -9.35 / -9.35 eV
spin multiplicity: 2

```
283
Properties=species:S:1:pos:R:3:lowdin_charge:R:1
C -0.9940 -4.8287 1.9395 -0.053
C 0.1505 -5.2308 2.9057 -0.427
C 0.4447 -4.0972 3.9325 -0.150
O 1.3602 -3.0960 3.4620 -0.208
C 1.3195 -1.9408 4.2751 -0.089
N -0.1999 -6.4774 3.4845 0.031
H -1.9867 -4.8963 2.3845 0.068
H -1.1058 -5.5313 1.1138 0.069
H -0.8976 -3.7915 1.6184 0.051
H 1.0141 -5.4488 2.2774 0.135
H 0.9411 -4.5930 4.7667 0.121
H -0.4798 -3.7099 4.3608 0.117
H 1.7799 -2.0979 5.2505 0.102
H 0.3161 -1.5431 4.4273 0.082
H 1.8350 -1.1320 3.7572 0.067
H -0.4494 -7.1534 2.7768 0.081
H 0.6867 -6.7724 3.8680 0.078
C -6.4363 -3.6174 3.0279 -0.042
C -5.6955 -2.3416 3.3352 -0.343
C -4.1145 -2.3849 3.1567 -0.181
O -3.4561 -3.1442 4.1269 -0.198
C -3.4385 -2.5970 5.4353 -0.101
N -6.1926 -1.2289 2.4400 0.077
H -5.8991 -4.4859 3.4090 0.090
H -6.5304 -3.8573 1.9688 0.079
H -7.4131 -3.5411 3.5055 0.068
H -5.9743 -2.1603 4.3733 0.123
H -3.6078 -1.4213 3.2105 0.099
H -3.8507 -2.8704 2.2172 0.106
H -4.3840 -2.6400 5.9760 0.081
H -2.8812 -1.6677 5.5532 0.084
H -2.9134 -3.3251 6.0536 0.090
H -6.2873 -1.5898 1.5015 0.034
H -7.1161 -1.0968 2.8271 0.035
C -0.1292 -4.8901 -1.8075 -0.057
C -1.2222 -3.9385 -2.2235 -0.424
C -2.3804 -3.7809 -1.1972 -0.173
O -3.0193 -5.0516 -1.1232 -0.181
C -3.8837 -5.4096 -0.0305 -0.088
N -0.5800 -2.6805 -2.4468 0.058
H -0.4783 -5.8444 -1.4132 0.074
H 0.4687 -4.4519 -1.0083 0.065
H 0.5691 -5.0730 -2.6242 0.071
H -1.6516 -4.2795 -3.1656 0.140
H -3.1135 -3.0735 -1.5846 0.108
H -1.9889 -3.4167 -0.2474 0.090
H -3.4056 -6.2788 0.4212 0.077
H -4.8790 -5.8068 -0.2297 0.080
H -3.9603 -4.6879 0.7828 0.059
H -0.1066 -2.4853 -1.5762 0.034
H 0.2527 -2.8564 -2.9907 0.038
C 5.4259 0.3801 -5.2607 -0.022
C 6.7666 0.3066 -4.5448 -0.449
C 7.6054 -0.9017 -4.8209 -0.190
O 7.0174 -2.0814 -4.2791 -0.222
C 7.5669 -3.2895 -4.6783 -0.117
N 7.5393 1.4547 -4.9275 0.058
H 4.9286 -0.5344 -4.9375 0.051
H 5.5917 0.3915 -6.3380 0.079
H 4.9591 1.2576 -4.8133 0.066
H 6.6261 0.2457 -3.4656 0.108
H 8.4940 -0.8357 -4.1931 0.123
H 7.9575 -0.8673 -5.8518 0.135
H 7.2593 -4.0567 -3.9678 0.090
H 8.6275 -3.2768 -4.9296 0.098
H 7.0033 -3.4592 -5.5957 0.074
H 7.1431 2.3689 -4.7622 0.028
H 7.6881 1.4552 -5.9265 0.056
C -5.4270 3.3764 -0.9910 -0.059
C -5.4920 3.0521 -2.4955 -0.406
C -6.9230 3.0041 -3.0521 -0.203
O -7.6470 1.8992 -2.5458 -0.212
C -8.9135 1.5240 -3.1295 -0.083
N -4.7592 4.1120 -3.2237 0.029
H -5.7811 4.3892 -0.7985 0.081
H -4.4307 3.3148 -0.5534 0.063
H -6.0821 2.7017 -0.4399 0.051
H -4.9682 2.1316 -2.7531 0.132
H -6.9038 2.8617 -4.1326 0.122
H -7.4471 3.9458 -2.8892 0.127
H -9.5853 2.3593 -3.3272 0.083
H -9.3818 0.7719 -2.4945 0.069
H -8.8434 1.1656 -4.1565 0.083
H -4.5040 3.7337 -4.1248 0.071
H -3.9097 4.3624 -2.7381 0.066
C 5.8407 2.5492 -8.0841 -0.096
O 7.0151 2.7802 -7.2948 -0.239
C 7.2937 4.1176 -6.8777 -0.170
C 6.0295 4.6613 -6.1832 -0.193
N 5.8905 4.0166 -4.8559 -0.084
C 5.0999 4.7788 -3.8760 -0.179
C 5.0205 4.1357 -2.4520 -0.170
O 4.2795 2.8958 -2.4716 -0.217
C 4.0383 2.1990 -1.2057 -0.051
H 4.8967 2.8026 -7.6016 0.079
H 5.8266 1.5253 -8.4578 0.086
H 5.9510 3.0854 -9.0267 0.088
H 7.5060 4.7325 -7.7523 0.117
H 8.1120 4.1682 -6.1595 0.129
H 5.0699 4.6064 -6.6972 0.106
H 6.1879 5.7255 -6.0084 0.115
H 5.3705 3.1530 -4.9181 0.068
H 4.1264 4.9565 -4.3329 0.116
H 5.6181 5.7373 -3.8461 0.114
H 4.3820 4.7928 -1.8616 0.113
H 6.0023 4.0452 -1.9872 0.110
H 3.5729 1.2370 -1.4209 0.073
H 3.4336 2.7978 -0.5247 0.069
H 4.9931 2.0878 -0.6919 0.047
C -5.0956 -1.1113 -0.5768 -0.133
O -6.0788 -2.1090 -0.6043 -0.214
C -7.0203 -1.9611 -1.6799 -0.201
C -8.2546 -2.8267 -1.3623 -0.141
N -8.7550 -2.5684 0.0521 -0.030
C -9.2193 -1.1837 0.2407 -0.205
C -9.9492 -1.0684 1.5905 -0.164
O -8.9773 -1.4721 2.6180 -0.266
C -9.5856 -1.6224 3.9003 -0.083
H -4.6501 -1.0015 -1.5655 0.098
H -4.3117 -1.5356 0.0506 0.069
H -5.4099 -0.1361 -0.2051 0.079
H -6.6572 -2.1134 -2.6964 0.128
H -7.3529 -0.9245 -1.7336 0.095
H -7.9256 -3.8647 -1.4114 0.111
H -9.0208 -2.6603 -2.1195 0.116
H -7.9397 -2.5272 0.6468 0.049
H -9.8770 -0.7726 -0.5253 0.118
H -8.2948 -0.6128 0.3269 0.103
H -10.7474 -1.8085 1.6472 0.121
H -10.3958 -0.0811 1.7085 0.112
H -9.5298 -0.6231 4.3319 0.066
H -8.9270 -2.1777 4.5681 0.081
H -10.5724 -2.0852 3.8894 0.100
C 6.1457 -0.5092 2.7780 -0.049
O 5.3496 0.5944 3.2998 -0.220
C 4.9672 1.5472 2.3584 -0.223
C 4.5045 2.7701 3.1978 -0.180
N 3.0938 2.8445 3.6157 -0.063
C 2.6542 1.7143 4.4102 -0.188
C 1.1244 1.8373 4.5915 -0.188
O 0.6394 1.1754 5.7935 -0.188
C -0.6637 1.7065 6.1598 -0.104
H 5.6263 -0.9071 1.9063 0.079
H 6.2582 -1.1538 3.6498 0.092
H 7.1389 -0.1729 2.4805 0.072
H 4.1837 1.0962 1.7495 0.117
H 5.8024 1.8594 1.7315 0.098
H 4.8185 3.6396 2.6203 0.102
H 5.1601 2.9968 4.0386 0.118
H 3.0607 3.6722 4.1937 0.104
H 3.2308 1.6434 5.3324 0.130
H 2.8599 0.7863 3.8766 0.091
H 0.5577 1.4435 3.7479 0.107
H 0.7990 2.8771 4.6248 0.092
H -0.6088 2.7943 6.2018 0.075
H -1.0873 1.3743 7.1076 0.090
H -1.4152 1.5798 5.3805 0.052
C 5.1221 -1.9149 -1.8361 -0.113
O 4.4853 -2.2484 -0.6285 -0.193
C 3.0340 -1.9669 -0.5983 -0.138
C 2.3956 -2.2927 0.7937 -0.196
N 0.9652 -2.1979 0.7538 -0.048
C 0.4609 -0.8519 0.5984 -0.197
C -1.0034 -0.6608 0.9652 -0.222
O -1.1925 0.7480 0.9344 -0.170
C -2.6119 1.0253 1.1473 -0.074
H 5.1577 -0.8474 -2.0536 0.080
H 4.8095 -2.5023 -2.6994 0.088
H 6.1556 -2.2325 -1.6979 0.056
H 2.6151 -2.5863 -1.3914 0.113
H 2.8973 -0.9099 -0.8263 0.091
H 2.8445 -1.7041 1.5938 0.108
H 2.6177 -3.3408 0.9942 0.123
H 0.8320 -2.5570 1.6883 0.056
H 0.5844 -0.4916 -0.4229 0.114
H 0.9578 -0.1255 1.2414 0.116
H -1.2314 -1.1216 1.9264 0.115
H -1.6683 -1.2050 0.2944 0.104
H -3.0357 0.6561 2.0812 0.063
H -3.2728 0.5860 0.4001 0.062
H -2.8340 2.0888 1.0585 0.066
C 1.6999 -0.5711 -4.0886 -0.089
O 1.7702 -1.9895 -4.1958 -0.238
C 2.4788 -2.5467 -5.3178 -0.202
C 2.3305 -4.0600 -5.3109 -0.194
N 2.9083 -4.6766 -6.5220 -0.057
C 4.2661 -5.1487 -6.4127 -0.215
C 4.5739 -5.7158 -7.7584 -0.206
O 3.5777 -6.7269 -8.1002 -0.191
C 3.9533 -7.5537 -9.1799 -0.125
H 1.2962 -0.1383 -3.1733 0.076
H 0.9684 -0.2245 -4.8185 0.085
H 2.6650 -0.1283 -4.3348 0.067
H 3.5333 -2.2765 -5.2610 0.100
H 2.0741 -2.2396 -6.2822 0.125
H 1.2503 -4.2053 -5.3119 0.117
H 2.6388 -4.4461 -4.3393 0.111
H 2.3517 -5.3306 -7.0537 0.106
H 4.2582 -5.9493 -5.6731 0.123
H 4.9477 -4.3431 -6.1396 0.107
H 5.6024 -6.0754 -7.7900 0.118
H 4.5433 -4.9607 -8.5439 0.125
H 3.5887 -7.0586 -10.0799 0.086
H 3.5246 -8.5525 -9.0980 0.085
H 4.9825 -7.8260 -9.4137 0.083
C -4.1679 7.5791 6.1125 -0.107
O -3.1064 6.8513 5.4812 -0.221
C -2.7569 7.3852 4.1905 -0.192
C -1.4116 6.6533 3.8462 -0.159
N -0.8295 7.3735 2.6544 -0.061
C 0.5872 7.0970 2.5458 -0.212
C 0.9879 5.6055 2.2380 -0.221
O 0.1475 5.2000 1.1783 -0.202
C 0.4018 3.8047 0.8860 -0.064
H -5.1895 7.4136 5.7702 0.068
H -3.8974 8.6350 6.1132 0.091
H -4.3670 7.2645 7.1370 0.084
H -2.6263 8.4612 4.3063 0.113
H -3.5370 7.2943 3.4347 0.112
H -1.6234 5.6476 3.4832 0.089
H -0.7373 6.5185 4.6920 0.124
H -1.1493 6.8825 1.8318 0.089
H 1.1114 7.4359 3.4394 0.113
H 0.8829 7.8211 1.7867 0.114
H 0.7673 4.9609 3.0888 0.092
H 2.0675 5.5898 2.0884 0.118
H 0.2007 3.1815 1.7574 0.072
H 1.4335 3.7775 0.5353 0.077
H -0.2615 3.3944 0.1246 0.082
C 9.5562 -6.0670 0.0920 -0.126
O 8.5209 -5.1712 0.3733 -0.194
C 7.9200 -4.4587 -0.7120 -0.180
C 8.8533 -3.4159 -1.4150 -0.210
N 9.4634 -2.5666 -0.4519 -0.065
C 8.6384 -1.4776 0.0963 -0.188
C 8.4011 -0.2794 -0.8147 -0.189
O 7.7441 0.6822 0.0085 -0.194
C 7.5713 1.9407 -0.6207 -0.112
H 9.5135 -6.6988 -0.7953 0.088
H 9.7350 -6.7827 0.8945 0.087
H 10.4575 -5.4605 0.0039 0.082
H 7.0071 -3.9521 -0.3991 0.105
H 7.5338 -5.2314 -1.3768 0.113
H 8.2526 -2.8194 -2.1016 0.081
H 9.6664 -3.8817 -1.9717 0.114
H 9.7093 -3.1477 0.3368 0.097
H 9.2077 -1.0011 0.8943 0.118
H 7.8640 -1.9955 0.6621 0.116
H 7.8654 -0.6771 -1.6767 0.091
H 9.3496 0.1637 -1.1182 0.135
H 7.1787 1.7255 -1.6146 0.075
H 8.4873 2.5101 -0.7777 0.094
H 6.8796 2.6120 -0.1117 0.063
C -8.5750 1.9765 3.3738 -0.010
C -7.4862 3.0871 3.4510 -0.423
C -7.8856 3.9048 4.6955 -0.148
C -6.8378 4.8923 5.2844 -0.140
C -5.6353 3.9653 5.7505 -0.125
C -5.0943 3.1924 4.5751 -0.401
N -6.1628 2.4424 3.8137 0.120
O -5.6495 1.6448 2.8240 0.095
C -4.1967 4.1525 3.6729 0.032
C -4.1246 2.2020 5.2874 -0.018
C -7.5301 3.9675 2.1991 0.013
H -9.5871 2.3199 3.5880 0.106
H -8.3861 1.2344 4.1496 0.083
H -8.6366 1.6040 2.3513 0.082
H -8.5872 4.6819 4.3923 0.122
H -8.3274 3.3077 5.4933 0.127
H -7.3537 5.5665 5.9680 0.119
H -6.5452 5.5311 4.4511 0.095
H -6.0199 3.3890 6.5920 0.129
H -4.8727 4.6590 6.1044 0.117
H -3.3553 4.5300 4.2539 0.078
H -3.8727 3.6615 2.7553 0.080
H -4.7284 5.0156 3.2725 0.073
H -3.3447 2.7353 5.8309 0.090
H -4.5813 1.6321 6.0966 0.095
H -3.7487 1.5097 4.5340 0.074
H -8.4020 4.6062 2.0579 0.115
H -7.3783 3.3108 1.3424 0.072
H -6.6462 4.6010 2.1256 0.080
H -6.0657 0.7987 3.0043 0.082
```

no.,E (Eh)
1,-4882.8777
2,-5028.2162